Computed, not measured: a cluster of 11 separate species, C6H34NO10S in total at a distorted geometry, with the ωB97M-V functional and the def2-TZVPD basis.

Each line ends with the natural charge from an NBO analysis.
Geometry (Å):
C -0.34 -1.58 -0.71  -0.432
C 1.05 -1.36 -0.11  -0.518
S 2.18 -2.79 -0.35  -0.726
C -1.34 -0.53 -0.23  -0.228
N -1.33 0.71 -1.03  -0.474
C -1.68 1.88 -0.23  -0.216
C -1.57 3.19 -0.99  -0.621
C -2.21 0.56 -2.19  -0.420
H -0.25 -1.55 -1.81  0.186
H -0.67 -2.57 -0.41  0.221
H 0.99 -1.16 0.95  0.191
H 1.53 -0.50 -0.55  0.169
H -2.35 -0.97 -0.22  0.166
H -1.09 -0.26 0.79  0.207
H -0.95 1.91 0.58  0.207
H -2.68 1.77 0.22  0.163
H -2.36 3.31 -1.73  0.199
H -1.62 4.03 -0.31  0.220
H -0.61 3.25 -1.51  0.217
H -3.28 0.63 -1.92  0.165
H -2.01 1.37 -2.88  0.209
H -2.00 -0.39 -2.66  0.209
H 1.07 -0.87 2.75  0.509
H 1.24 0.54 2.13  0.506
O 0.86 0.08 2.90  -1.027
H 1.96 -1.42 -2.76  0.504
H 3.28 -0.83 -2.57  0.494
O 2.48 -0.66 -3.06  -0.970
H -4.01 -3.79 2.40  0.453
H -3.29 -2.50 2.86  0.497
O -3.16 -3.46 2.71  -0.985
H 1.26 1.31 -4.74  0.470
H 0.92 2.21 -3.54  0.490
O 0.81 2.13 -4.51  -0.976
H 1.71 3.36 -1.37  0.488
H 2.10 3.70 0.06  0.477
O 2.05 4.09 -0.82  -0.974
H 0.33 1.20 -1.65  0.515
H 1.74 0.72 -2.23  0.520
O 1.27 1.50 -1.82  -1.068
H 2.95 1.12 0.82  0.483
H 1.74 1.42 -0.09  0.508
O 2.05 1.48 0.84  -0.993
H -3.59 -0.49 1.97  0.469
H -2.92 -0.32 3.34  0.515
O -3.67 -0.80 2.89  -0.988
H -0.69 0.38 3.53  0.521
H -1.30 0.15 4.93  0.475
O -1.54 0.46 4.04  -1.000
H 0.44 -3.00 2.22  0.480
H 1.89 -2.85 1.83  0.505
O 1.28 -2.63 2.54  -0.991

Charge ... -1
HOMO ... -4.111 eV
LUMO energy ... 2.76 eV
Gap between HOMO and LUMO ... 0.253 hartree
Molar mass ... 312.40 g/mol

Computed, not measured: a cluster of 13 separate species, C6H34O14 in total at a distorted geometry, with the ωB97M-V functional and the def2-TZVPD basis.

Each line ends with the natural charge from an NBO analysis.
Geometry (Å):
O 0.84 -0.40 -2.23  -0.649
C 0.37 0.62 -1.78  0.847
O 0.37 1.79 -2.41  -0.670
C 0.21 1.04 -0.27  -0.515
C -0.51 -0.02 0.62  -0.426
C 0.61 -1.10 0.74  -0.475
C 0.88 -3.27 2.10  -0.437
C 0.19 -2.17 1.75  -0.166
H 0.47 1.67 -3.36  0.500
H 1.10 1.42 0.20  0.264
H -0.58 1.78 -0.48  0.222
H -0.76 0.33 1.60  0.239
H -1.30 -0.34 -0.06  0.203
H 1.02 -1.53 -0.18  0.233
H 1.50 -0.62 1.16  0.222
H 0.42 -3.99 2.77  0.207
H 1.73 -3.59 1.51  0.195
H -0.59 -1.82 2.42  0.189
H 1.26 -3.61 -1.50  0.470
H 2.07 -3.05 -0.36  0.463
O 2.08 -3.76 -1.01  -0.929
H -0.51 1.65 3.88  0.473
H -0.56 2.74 2.84  0.491
O 0.00 2.00 3.15  -0.966
H 3.24 0.44 2.69  0.482
H 3.34 1.95 2.17  0.507
O 3.19 1.02 1.92  -0.979
H -1.57 -0.59 -3.69  0.510
H -2.07 0.67 -4.32  0.472
O -1.50 0.39 -3.61  -0.986
H 1.04 4.10 1.37  0.490
H 2.08 4.52 0.19  0.484
O 1.94 4.13 1.06  -0.973
H -2.14 3.51 0.78  0.494
H -1.62 2.03 0.86  0.489
O -1.73 2.84 1.36  -0.975
H 4.03 -0.84 0.85  0.458
H 3.65 0.45 0.13  0.491
O 3.95 -0.46 -0.01  -0.951
H 1.48 -0.49 3.37  0.463
H 1.09 -1.61 4.23  0.473
O 1.22 -0.66 4.29  -0.934
H -3.23 1.64 -0.88  0.491
H -2.54 1.62 -2.27  0.479
O -3.00 2.21 -1.65  -0.992
H 0.37 -1.68 -3.26  0.512
H 0.00 -2.46 -4.42  0.468
O -0.40 -2.22 -3.58  -0.988
H -3.57 -0.46 -0.92  0.498
H -3.75 -0.43 0.56  0.476
O -3.95 0.10 -0.22  -0.962
H -3.69 -1.31 -3.08  0.473
H -2.91 -2.51 -2.71  0.497
O -3.25 -1.68 -2.32  -0.955

HOMO ... -9.705 eV
LUMO energy ... -0.11 eV
Gap between HOMO and LUMO ... 0.353 hartree
Molar mass ... 330.32 g/mol

Computed, not measured: a cluster of 11 separate species, C6H35N2O10 in total at a distorted geometry, with the ωB97M-V functional and the def2-TZVPD basis.

Each line ends with the natural charge from an NBO analysis.
Geometry (Å):
C 0.19 2.91 1.29  -0.682
C -0.67 1.77 1.78  -0.021
C -1.02 0.78 0.54  -0.458
C 0.17 -0.13 0.03  -0.513
N 0.34 -3.75 -0.97  -0.564
C 0.39 -2.55 -0.29  0.049
C -0.20 -1.42 -0.62  -0.042
N 0.18 0.90 2.80  -0.744
H 0.54 3.69 2.12  0.250
H 0.98 2.60 0.66  0.223
H -0.35 3.50 0.56  0.281
H -1.69 2.12 2.15  0.261
H -1.96 0.16 0.71  0.213
H -1.35 1.55 -0.22  0.307
H 0.95 -0.23 0.84  0.240
H 0.70 0.41 -0.73  0.286
H 1.01 -4.39 -0.56  0.430
H -0.24 -4.17 -1.69  0.457
H 1.10 -2.58 0.56  0.280
H -0.75 -1.41 -1.57  0.259
H 1.11 0.82 2.50  0.465
H -0.14 -0.12 2.76  0.462
H 0.16 1.36 3.76  0.456
H 2.44 -2.42 -3.38  0.506
H 1.36 -1.82 -2.41  0.464
O 1.90 -1.65 -3.24  -0.946
H 2.43 -0.31 -2.19  0.485
H 3.61 0.50 -2.06  0.498
O 2.99 0.00 -1.50  -0.977
H -1.52 4.03 -1.80  0.486
H -2.58 2.91 -1.71  0.505
O -1.94 3.40 -1.12  -0.977
H -0.73 -2.92 2.25  0.505
H 0.43 -2.76 3.19  0.478
O 0.08 -2.33 2.50  -1.015
H 3.62 0.44 2.67  0.514
H 2.92 -0.22 3.79  0.490
O 2.74 0.31 2.96  -0.973
H 0.23 -1.25 -4.52  0.488
H 0.09 0.12 -4.33  0.464
O -0.54 -0.59 -4.33  -0.950
H -4.35 2.63 0.60  0.504
H -4.47 1.21 -0.22  0.483
O -3.91 2.03 -0.20  -0.980
H -2.90 0.34 -1.23  0.457
H -2.35 0.34 -2.75  0.492
O -3.18 0.24 -2.14  -0.943
H 3.23 1.01 -0.13  0.487
H 3.94 2.41 0.42  0.496
O 3.72 1.40 0.56  -1.000
H -1.85 -2.52 0.65  0.486
H -2.83 -3.12 1.90  0.529
O -2.00 -3.23 1.35  -0.951

Spin multiplicity ... 2
Charge ... +2
HOMO (alpha / beta) ... -16.277 / -16.275 eV
LUMO energy (alpha / beta) ... -5.92 / -10.18 eV
Gap between HOMO and LUMO (alpha / beta) ... 0.380 / 0.224 hartree
Molar mass ... 295.35 g/mol

Computed, not measured: a cluster of 10 separate species, C6H35N2O9 in total at a distorted geometry, with the ωB97M-V functional and the def2-TZVPD basis.

Each line ends with the natural charge from an NBO analysis.
Geometry (Å):
C 0.16 -0.12 -1.62  -0.229
N -0.82 -1.26 -1.73  -0.648
C -0.27 -2.50 -1.13  -0.246
C -0.71 -3.74 -1.91  -0.630
C -0.46 0.94 -0.66  -0.065
N 0.14 2.27 -0.97  -0.736
C -0.43 1.51 1.91  -0.633
C -0.20 0.48 0.74  -0.438
H 1.10 -0.49 -1.22  0.238
H 0.32 0.29 -2.64  0.197
H -0.83 -1.45 -2.73  0.379
H 0.81 -2.54 -0.95  0.208
H -0.63 -2.61 -0.09  0.186
H -0.03 -3.96 -2.74  0.219
H -1.74 -3.61 -2.28  0.207
H -0.78 -4.60 -1.25  0.236
H -1.51 0.95 -0.95  0.229
H -0.63 2.87 -1.33  0.470
H 0.53 2.80 -0.17  0.474
H 0.95 2.25 -1.60  0.439
H -1.03 2.37 1.59  0.199
H 0.50 1.77 2.42  0.215
H -0.95 0.95 2.70  0.237
H 0.84 0.18 0.85  0.214
H -0.79 -0.40 0.97  0.252
H 2.96 2.39 0.42  0.518
H 2.78 3.89 0.27  0.489
O 2.30 3.07 0.10  -1.027
H -3.73 1.77 0.14  0.491
H -4.93 2.44 -0.62  0.500
O -4.04 2.08 -0.72  -0.960
H -2.05 -1.95 0.88  0.503
H -2.48 -2.74 2.06  0.492
O -1.69 -2.33 1.71  -0.988
H -2.33 3.34 -2.93  0.499
H -2.78 3.19 -1.38  0.517
O -2.10 3.49 -2.01  -0.992
H 4.94 1.35 0.75  0.487
H 3.84 0.34 0.92  0.521
O 4.03 1.29 1.07  -0.984
H 2.95 -0.40 3.87  0.487
H 2.15 0.22 2.75  0.470
O 2.42 -0.64 3.09  -0.952
H 0.21 -2.72 1.22  0.503
H 0.98 -2.08 2.40  0.511
O 1.07 -2.37 1.48  -0.984
H -2.07 -1.73 -1.30  0.468
H -3.49 -1.84 -1.51  0.475
O -2.89 -1.69 -0.76  -1.010
H 2.32 -1.62 0.67  0.521
H 3.63 -1.77 -0.09  0.482
O 2.97 -1.09 0.11  -1.011

Charge ... +1
HOMO ... -12.495 eV
LUMO energy ... -2.26 eV
Gap between HOMO and LUMO ... 0.376 hartree
Molar mass ... 279.35 g/mol